Molecular formula: CH5NO2
Method: DFT, wB97M-V/def2-TZVPD

- Energy above the lowest of the compared OMol25 structures with the same formula, charge and spin: 146.6 kcal/mol
- F_max: 0.080 Eh/bohr

XYZ file:
```
9
Properties=species:S:1:pos:R:3:lowdin_charge:R:1
C 1.135 1.061 0.066 -0.292
N -1.495 -1.433 0.017 -0.063
O 0.439 0.275 -0.761 -0.155
O -0.978 -0.319 0.328 -0.127
H 1.903 0.574 0.774 0.082
H 0.410 1.811 0.633 0.105
H 1.799 1.917 -0.477 0.119
H -0.883 -2.330 0.156 0.155
H -2.329 -1.556 -0.735 0.177
```

Molecular formula: CH5NO2S
Method: DFT, wB97M-V/def2-TZVPD

- Energy above the lowest of the compared OMol25 structures with the same formula, charge and spin: 128.2 kcal/mol
- F_max: 0.098 Eh/bohr

XYZ file:
```
10
Properties=species:S:1:pos:R:3:lowdin_charge:R:1
C 0.078 -0.379 0.993 -0.519
N 0.698 -0.595 -1.511 -0.306
O -1.338 2.140 -0.186 -0.326
O 1.200 -1.088 1.150 -0.107
S -0.639 -0.446 -0.732 1.043
H -0.778 -0.836 1.513 0.089
H 0.106 0.776 1.210 0.120
H 2.066 -0.562 0.812 0.190
H 0.550 -1.015 -2.419 -0.005
H -1.943 2.003 -0.829 -0.179
```

Molecular formula: CH5NO2S
Method: DFT, wB97M-V/def2-TZVPD

- Energy above the lowest of the compared OMol25 structures with the same formula, charge and spin: 91.7 kcal/mol
- F_max: 0.141 Eh/bohr

XYZ file:
```
10
Properties=species:S:1:pos:R:3:lowdin_charge:R:1
C -1.100 0.943 0.562 -0.137
N 1.872 -0.482 0.036 -0.245
O 0.229 -1.143 -1.760 -0.321
O -1.067 -0.469 0.411 -0.488
S 0.256 -1.330 -0.133 1.018
H -2.182 1.371 0.331 0.133
H -0.301 1.278 -0.125 0.069
H -0.814 1.069 1.600 0.074
H 2.153 -0.735 0.908 -0.132
H 0.954 -0.501 -1.830 0.029
```

Molecular formula: CH5NO2S
Method: DFT, wB97M-V/def2-TZVPD

- Energy above the lowest of the compared OMol25 structures with the same formula, charge and spin: 89.6 kcal/mol
- Structure (SMILES): C[N+]([O-])=S.O
- F_max: 0.103 Eh/bohr

XYZ file:
```
10
Properties=species:S:1:pos:R:3:lowdin_charge:R:1
C -1.382 -1.187 -0.410 -0.079
N -0.417 -0.544 0.457 -0.785
O 0.302 -1.191 1.182 -0.020
S -0.437 1.081 0.498 0.748
H -2.232 -1.090 0.100 0.044
H -1.433 -0.704 -1.321 0.055
H -1.130 -2.320 -0.576 0.150
O 2.626 2.170 -0.001 -0.188
H 1.702 2.617 0.189 0.024
H 2.401 1.167 -0.117 0.050
```

Molecular formula: CH5NO2S
Method: DFT, wB97M-V/def2-TZVPD

- Energy above the lowest of the compared OMol25 structures with the same formula, charge and spin: 101.9 kcal/mol
- F_max: 0.101 Eh/bohr

XYZ file:
```
10
Properties=species:S:1:pos:R:3:lowdin_charge:R:1
C 0.474 0.395 -0.357 -0.131
N 1.832 -0.525 0.987 0.016
O -1.749 0.846 0.155 -0.352
O -1.460 -0.513 -1.992 -0.457
S -1.087 -0.511 -0.614 0.846
H 1.138 0.293 -1.133 0.014
H 0.390 1.229 0.321 0.047
H 1.332 -0.385 1.841 -0.032
H -2.717 0.690 -0.008 0.070
H 1.848 -1.520 0.801 -0.021
```

Molecular formula: CH5NO2Si
Method: DFT, wB97M-V/def2-TZVPD

- Energy above the lowest of the compared OMol25 structures with the same formula, charge and spin: 40.1 kcal/mol
- Structure (SMILES): C=[N+]([O-])O[SiH3]
- F_max: 0.061 Eh/bohr

XYZ file:
```
10
Properties=species:S:1:pos:R:3:lowdin_charge:R:1
C -1.951 0.592 0.027 0.079
N -1.005 -0.244 -0.066 -0.302
O -0.891 -1.426 0.020 0.018
O 0.378 0.563 -0.380 -0.335
Si 1.767 -0.210 0.002 0.546
H -1.753 1.639 -0.096 0.092
H -2.943 0.226 0.227 0.099
H 2.718 0.674 -0.657 -0.060
H 1.903 -0.250 1.459 -0.070
H 1.776 -1.564 -0.536 -0.066
```

Molecular formula: CH5NO2Si
Method: DFT, wB97M-V/def2-TZVPD

- Energy above the lowest of the compared OMol25 structures with the same formula, charge and spin: 26.8 kcal/mol
- Structure (SMILES): C[SiH2][N+](=O)[O-]
- F_max: 0.090 Eh/bohr

XYZ file:
```
10
Properties=species:S:1:pos:R:3:lowdin_charge:R:1
C 1.019 0.456 0.999 -0.212
Si 0.191 0.143 -0.775 0.764
N -1.401 -0.610 -0.511 -0.537
O -1.554 -1.404 0.388 0.008
O -2.401 -0.310 -1.205 -0.025
H 0.353 0.024 1.762 0.019
H 1.867 -0.240 1.060 0.014
H 1.309 1.475 1.284 0.023
H 0.716 -0.956 -1.583 -0.021
H -0.101 1.421 -1.418 -0.033
```

Molecular formula: CH5NO2Si
Method: DFT, wB97M-V/def2-TZVPD

- Energy above the lowest of the compared OMol25 structures with the same formula, charge and spin: 111.2 kcal/mol
- F_max: 0.071 Eh/bohr

XYZ file:
```
10
Properties=species:S:1:pos:R:3:lowdin_charge:R:1
C 0.024 1.144 -0.428 -0.202
N -0.546 -1.543 -1.032 -0.232
O 0.155 -2.401 -0.563 0.058
O -1.531 -1.596 -1.727 0.080
Si 0.503 0.359 1.121 0.532
H 0.486 1.115 -1.485 0.035
H -0.858 1.753 -0.397 -0.014
H -0.806 0.258 1.624 -0.072
H 1.487 -0.590 1.139 -0.101
H 1.087 1.501 1.749 -0.086
```

Molecular formula: CH5NO3
Method: DFT, wB97M-V/def2-TZVPD

- Energy above the lowest of the compared OMol25 structures with the same formula, charge and spin: 11.8 kcal/mol
- Structure (SMILES): NC(=O)O.O
- F_max: 0.030 Eh/bohr

XYZ file:
```
10
Properties=species:S:1:pos:R:3:lowdin_charge:R:1
N -0.095 -0.393 -0.009 0.159
C 0.960 0.401 0.422 -0.664
O 0.922 1.063 1.413 0.101
O 1.963 0.485 -0.467 0.115
H 0.158 -0.960 -0.798 0.097
H -0.390 -0.966 0.748 0.095
H 2.687 0.995 -0.116 0.116
O -3.183 -1.214 -1.070 -0.060
H -3.271 -0.370 -0.629 0.029
H -2.415 -1.639 -0.669 0.011
```

Molecular formula: CH5NO3S
Method: DFT, wB97M-V/def2-TZVPD

- Energy above the lowest of the compared OMol25 structures with the same formula, charge and spin: 47.3 kcal/mol
- Structure (SMILES): OC(O)(O)NS
- F_max: 0.072 Eh/bohr

XYZ file:
```
11
Properties=species:S:1:pos:R:3:lowdin_charge:R:1
O -1.190 0.975 -0.872 0.074
C -0.352 0.404 0.063 -0.620
O -0.289 1.121 1.223 0.085
O -0.835 -1.157 0.634 -0.113
N 0.865 0.179 -0.582 -0.380
S 2.297 -0.460 0.025 0.751
H -1.538 1.830 -0.541 0.138
H -0.581 0.579 1.928 0.093
H -1.466 -1.641 0.100 0.035
H 0.741 -0.028 -1.493 0.036
H 2.348 -1.801 -0.486 -0.098
```